[1]
{
  "formula": "C23H26N2O7S",
  "method": "the ωB97M-V functional and the def2-TZVPD basis",
  "symbols": ["S", "O", "O", "O", "O", "O", "O", "O", "N", "N", "C", "C", "C", "C", "C", "C", "C", "C", "C", "C", "C", "C", "C", "C", "C", "C", "C", "C", "C", "C", "C", "C", "C", "H", "H", "H", "H", "H", "H", "H", "H", "H", "H", "H", "H", "H", "H", "H", "H", "H", "H", "H", "H", "H", "H", "H", "H", "H", "H"],
  "positions_angstrom": [[2.19112, -1.61734, 2.35889], [-3.72939, 1.91412, 2.11340], [3.22803, -1.87191, 3.32329], [1.60281, -2.75612, 1.71065], [-0.24379, 2.22780, -3.37910], [-2.88263, 1.10815, -1.26403], [-0.89844, -1.28097, -0.93352], [-2.20234, 3.21881, -1.67869], [2.74714, -0.57738, 1.14587], [-2.02465, 0.71459, 1.17371], [-0.02016, -0.26232, 1.98368], [0.40952, 0.08947, -3.73118], [1.23696, -0.88982, -4.28472], [0.65070, 1.45070, -4.01535], [1.47396, -0.68185, 5.45876], [-0.72622, 0.07636, -2.86527], [-2.08835, 2.03450, -1.84841], [-2.56070, -2.72929, 0.15764], [1.68800, 1.85878, -4.84350], [-1.35637, -1.13782, -2.26782], [-0.58525, 0.43417, 4.57442], [-3.17418, 1.42651, 1.15604], [-1.06727, 1.39636, -2.68681], [-1.46811, 0.78959, 3.57448], [0.83847, -0.62643, 3.00163], [2.48710, 0.87101, -5.37868], [0.58072, -0.29385, 4.32379], [3.49406, 0.51873, 1.71468], [3.40161, -1.25161, 0.04774], [-1.13844, -2.56148, -0.36804], [2.26628, -0.48245, -5.10091], [-3.76661, 1.56996, -0.25565], [-1.19234, 0.43143, 2.25552], [-1.06119, -2.01893, -2.85520], [-4.01202, 2.62533, -0.41648], [0.23528, -0.53403, 0.97331], [2.81920, -2.14205, -0.17576], [-2.77148, -1.98857, 0.92477], [-0.92357, -3.33596, -1.11675], [2.92215, -1.21846, -5.54068], [4.42820, -1.54579, 0.29486], [-4.67890, 0.97208, -0.32122], [2.89252, 0.96063, 2.50723], [3.67822, 1.26604, 0.94364], [1.07389, -1.93466, -4.07141], [4.44830, 0.18572, 2.13889], [-0.80676, 0.71502, 5.59354], [-0.41646, -2.66567, 0.44701], [0.95745, -1.38626, 6.10992], [3.30492, 1.14550, -6.02723], [1.85116, 2.90384, -5.04951], [1.72690, 0.19438, 6.05397], [2.38322, -1.14753, 5.09509], [-2.45050, -1.04703, -2.29578], [-2.66573, -3.71879, 0.59276], [3.41196, -0.59271, -0.82163], [-3.28985, -2.62335, -0.64314], [-1.71192, 0.29790, 0.29769], [-2.36784, 1.33738, 3.80230]],
  "forces_ev_per_a": [[0.141, 0.235, -0.266], [-0.194, 0.121, 0.140], [-0.111, 0.259, -0.013], [-0.057, 0.001, -0.207], [-0.127, 0.513, 0.109], [0.105, -0.318, -0.266], [0.116, 0.249, -0.091], [0.111, -0.264, -0.094], [-0.516, -0.613, 0.761], [0.264, -0.172, -0.463], [-0.486, 0.180, -0.067], [0.216, 0.707, -0.213], [-0.082, 0.092, 0.066], [0.264, -1.136, -0.125], [0.096, -0.049, 0.121], [-0.443, 0.655, 0.320], [-0.085, 0.592, 0.100], [0.340, 0.160, -0.228], [-0.194, 0.236, 0.130], [-0.244, -0.027, -0.050], [0.155, -0.157, -0.218], [0.014, -0.061, -0.580], [0.179, -1.089, -0.127], [-0.109, 0.063, 0.042], [0.283, -0.099, -0.194], [-0.050, 0.071, 0.039], [0.141, -0.010, 0.130], [0.210, 0.277, 0.213], [0.062, -0.389, -0.188], [-0.163, -0.358, 0.285], [0.067, -0.160, -0.039], [-0.364, 0.459, 0.370], [0.363, -0.177, 0.366], [-0.054, 0.076, 0.073], [0.028, -0.252, 0.104], [-0.100, 0.065, -0.203], [0.113, -0.029, -0.234], [-0.042, 0.062, 0.104], [0.064, 0.070, 0.049], [0.049, -0.070, -0.033], [0.012, 0.006, -0.046], [0.147, 0.045, 0.012], [0.095, 0.226, 0.044], [-0.055, 0.013, 0.004], [-0.003, -0.138, 0.008], [-0.004, 0.070, -0.028], [-0.013, 0.028, 0.111], [-0.098, -0.041, -0.150], [0.005, -0.051, 0.076], [0.064, 0.049, -0.050], [0.045, 0.129, -0.044], [0.027, 0.033, 0.059], [0.005, 0.040, 0.218], [0.197, -0.103, -0.033], [-0.063, -0.124, 0.062], [-0.011, 0.001, 0.040], [-0.121, -0.023, -0.043], [-0.166, 0.109, 0.134], [-0.018, 0.017, 0.005]],
  "nbo_charge": [2.3067, -0.6029, -0.9423, -0.9523, -0.3769, -0.5208, -0.5616, -0.5499, -0.6637, -0.6440, -0.2397, -0.0597, -0.1966, 0.2885, -0.6704, -0.0532, 0.7513, -0.6411, -0.2470, -0.0898, -0.2243, 0.6586, 0.1645, -0.2190, -0.3631, -0.1928, 0.0942, -0.4260, -0.4264, -0.0740, -0.2281, -0.1770, 0.2144, 0.1807, 0.2431, 0.2516, 0.2358, 0.2127, 0.1649, 0.2178, 0.1837, 0.2194, 0.2153, 0.2102, 0.2158, 0.1962, 0.2166, 0.2226, 0.2230, 0.2196, 0.2323, 0.2187, 0.2567, 0.2001, 0.2222, 0.2078, 0.2017, 0.4394, 0.2564],
  "homo_lumo_gap_ha": 0.3086,
  "charge": 0,
  "total_energy_ev": -52420.7741,
  "relative_energy_kj_mol": 101.7,
  "smiles": "CCOCc1c(C(=O)OCC(=O)Nc2ccc(C)c(S(=O)(=O)N(C)C)c2)oc2ccccc12"
}

[2]
{
  "formula": "C23H26N2O8S",
  "method": "the ωB97M-V functional and the def2-TZVPD basis",
  "symbols": ["S", "O", "O", "O", "O", "O", "O", "O", "O", "N", "N", "C", "C", "C", "C", "C", "C", "C", "C", "C", "C", "C", "C", "C", "C", "C", "C", "C", "C", "C", "C", "C", "C", "C", "H", "H", "H", "H", "H", "H", "H", "H", "H", "H", "H", "H", "H", "H", "H", "H", "H", "H", "H", "H", "H", "H", "H", "H", "H", "H"],
  "positions_angstrom": [[3.06687, -0.16060, -0.14130], [3.34941, -3.08311, -1.50970], [-4.60822, 1.04901, -2.51726], [-0.85884, -0.08790, 0.48860], [-1.70380, 3.99910, -0.75484], [2.73014, -1.04872, 0.93974], [-1.20148, -1.25801, 2.36491], [-1.24820, 2.12628, -1.91659], [4.44833, 0.15877, -0.35516], [-3.00246, 0.36900, -1.02829], [2.38814, -0.67768, -1.58931], [-2.95661, -1.18390, 0.82274], [-2.51123, 2.17972, -2.55227], [-5.55521, -1.98313, 0.22070], [-4.94090, -1.01801, -0.55078], [0.29154, 2.78688, -0.28114], [2.53707, 2.15120, 1.26262], [0.09935, -0.90151, 2.84866], [-3.60320, -2.15807, 1.58732], [-0.97463, 3.06917, -0.98992], [3.70725, 1.77059, 2.10251], [-4.88799, -2.56006, 1.29215], [3.56185, -2.48333, -2.76356], [0.10937, 0.50960, 3.41875], [0.66343, 3.59905, 0.78808], [-3.63758, -0.60552, -0.27083], [1.99215, -3.05348, -1.12687], [-3.50344, 1.13050, -2.03094], [1.35778, -1.68201, -1.43577], [1.06935, 1.67561, -0.59879], [1.77987, 3.28817, 1.53874], [3.30704, -0.96394, -2.67252], [-1.58348, -0.78104, 1.18787], [2.16369, 1.36511, 0.17427], [4.59942, -2.69047, -3.02735], [1.99474, -3.24562, -0.05352], [4.61813, 1.81484, 1.50732], [2.90168, -2.94242, -3.51604], [-6.56287, -2.28881, -0.01705], [-5.46115, -0.56851, -1.37991], [-5.36989, -3.31656, 1.89182], [3.80470, 2.42758, 2.96312], [-2.35881, 2.01188, -3.62181], [-2.03007, 0.53141, -0.75322], [0.78397, -1.71242, -2.36785], [0.70112, -1.36451, -0.62803], [0.83809, -0.99402, 2.04610], [-0.09714, 1.23398, 2.63441], [-2.96307, 3.16904, -2.40762], [3.60172, 0.73884, 2.43357], [-0.64129, 0.60757, 4.20023], [1.08938, 0.71888, 3.83591], [2.05938, 3.91864, 2.36983], [1.43729, -3.85224, -1.64566], [2.88471, -0.57910, -3.60768], [0.05340, 4.45826, 1.02353], [0.30769, -1.63817, 3.62667], [4.22810, -0.42942, -2.44275], [-3.07197, -2.59590, 2.41723], [0.80738, 1.04952, -1.43306]],
  "forces_ev_per_a": [[-0.369, 0.544, -0.359], [0.247, 0.024, 0.120], [-0.147, 0.103, -0.159], [-0.055, -0.117, 0.232], [0.143, -0.156, -0.025], [-0.109, -0.140, -0.199], [-0.357, -0.112, -0.034], [0.197, -0.280, -0.122], [-0.015, 0.029, -0.204], [0.632, 0.071, 0.248], [0.534, 0.378, 1.036], [-0.271, -0.094, -0.026], [-0.585, 0.326, -0.271], [0.195, -0.003, 0.122], [-0.127, 0.066, -0.168], [0.349, -0.071, 0.200], [-0.037, 0.122, 0.074], [0.601, 0.314, 0.078], [0.021, 0.081, -0.091], [-0.209, 0.395, 0.179], [0.195, 0.073, 0.138], [-0.067, -0.079, 0.035], [-0.090, -0.023, -0.135], [-0.218, -0.332, -0.216], [-0.191, -0.104, -0.282], [-0.158, -0.243, 0.194], [-0.254, -0.198, 0.022], [0.379, 0.228, -0.086], [-0.280, -0.342, 0.210], [-0.210, 0.281, -0.086], [0.105, -0.189, -0.083], [0.446, 0.027, -0.224], [0.102, 0.076, -0.096], [0.148, -0.445, -0.228], [-0.103, 0.049, -0.103], [-0.102, -0.010, -0.129], [0.082, 0.027, 0.074], [0.100, 0.023, 0.024], [-0.089, -0.012, -0.035], [0.015, 0.006, -0.003], [-0.028, -0.069, 0.059], [0.001, 0.002, 0.045], [-0.021, -0.026, 0.173], [-0.313, -0.029, -0.153], [0.018, 0.086, 0.084], [-0.185, -0.160, -0.126], [-0.221, -0.073, 0.190], [0.018, 0.077, -0.029], [0.053, -0.276, -0.067], [0.072, -0.014, 0.154], [-0.014, 0.041, 0.097], [0.145, 0.055, 0.086], [0.051, 0.032, 0.085], [0.044, 0.102, 0.081], [0.068, -0.023, 0.068], [-0.044, 0.067, 0.023], [-0.010, 0.048, -0.130], [-0.017, -0.087, -0.278], [0.008, -0.018, 0.051], [-0.073, -0.031, -0.034]],
  "nbo_charge": [2.3255, -0.5175, -0.6013, -0.6681, -0.5822, -0.9550, -0.4941, -0.5205, -0.9372, -0.6504, -0.6760, -0.2424, -0.1776, -0.1584, -0.2687, -0.2089, 0.0644, -0.0890, -0.1346, 0.7892, -0.6628, -0.2475, -0.0883, -0.6374, -0.1214, 0.2863, -0.0851, 0.6641, -0.2800, -0.0546, -0.2319, -0.2531, 0.8102, -0.3567, 0.2059, 0.2107, 0.2519, 0.1583, 0.2178, 0.2595, 0.2174, 0.2180, 0.2186, 0.4512, 0.2038, 0.2509, 0.2258, 0.2223, 0.2441, 0.2432, 0.2125, 0.2182, 0.2200, 0.1651, 0.1951, 0.2388, 0.1923, 0.2454, 0.2320, 0.2424],
  "homo_lumo_gap_ha": 0.3303,
  "charge": 0,
  "total_energy_ev": -54469.1667,
  "relative_energy_kj_mol": 0.0,
  "smiles": "CCOC(=O)c1ccccc1NC(=O)COC(=O)c1ccc(C)c(S(=O)(=O)N2CCOCC2)c1"
}

Summary of HOMO in eV
-8.65; -8.89
(order as listed above)